[1]
A molecular structure, C22H33AuF2NO2SSi2. Source: the Open Molecules 2025 dataset; level of theory: wB97M-V/def2-TZVPD.

Last column: Löwdin charge in e.
Cartesian coordinates (Å):
Au (0.164, 0.700, -0.081)  0.974
F (4.740, -0.805, -2.536)  0.036
C (4.163, -0.146, -1.497)  -0.283
C (2.787, -0.122, -1.404)  -0.071
C (2.168, 0.544, -0.343)  -0.234
C (2.988, 1.191, 0.598)  -0.177
C (4.361, 1.138, 0.450)  -0.229
F (5.152, 1.765, 1.356)  0.055
C (4.991, 0.470, -0.583)  0.047
C (2.368, 1.950, 1.724)  -0.280
C (2.248, 3.334, 1.655)  -0.020
C (1.572, 3.998, 2.661)  -0.076
C (1.059, 3.262, 3.716)  -0.073
C (1.243, 1.890, 3.708)  -0.148
N (1.877, 1.236, 2.738)  0.125
H (2.206, -0.619, -2.169)  0.077
H (6.068, 0.437, -0.666)  0.121
H (2.638, 3.867, 0.799)  0.119
H (1.421, 5.068, 2.606)  0.106
H (0.500, 3.736, 4.511)  0.098
H (0.844, 1.276, 4.509)  0.101
O (-1.834, 1.271, 0.312)  -0.687
S (-2.266, 2.758, 0.373)  0.717
C (-4.800, 1.574, -1.132)  0.003
C (-4.227, 2.203, -2.349)  -0.297
C (-2.697, 2.224, -2.374)  -0.272
C (-2.055, 3.191, -1.390)  -0.345
H (-5.775, 1.862, -0.763)  0.037
H (-4.253, 0.807, -0.604)  0.035
H (-4.616, 3.220, -2.475)  0.102
H (-4.566, 1.652, -3.242)  0.103
H (-2.359, 2.481, -3.383)  0.107
H (-2.319, 1.221, -2.160)  0.076
H (-2.431, 4.212, -1.500)  0.083
H (-0.967, 3.209, -1.511)  0.071
C (-0.881, -3.923, 1.776)  -0.195
Si (-0.200, -2.164, 1.591)  0.372
C (-0.911, -1.149, 2.999)  -0.185
C (1.663, -2.265, 1.777)  -0.174
C (-0.745, -1.441, -0.024)  -0.395
Si (-0.508, -2.312, -1.631)  0.374
C (1.056, -3.360, -1.677)  -0.182
C (-1.946, -3.507, -1.906)  -0.188
C (-0.533, -1.154, -3.115)  -0.194
H (-0.630, -4.321, 2.764)  0.020
H (-0.461, -4.601, 1.028)  0.011
H (-1.968, -3.943, 1.670)  0.024
H (-0.565, -1.506, 3.973)  0.026
H (-2.003, -1.181, 2.987)  0.030
H (-0.610, -0.106, 2.884)  -0.002
H (1.916, -2.892, 2.638)  0.027
H (2.073, -1.269, 1.952)  0.001
H (2.148, -2.687, 0.895)  0.014
H (-1.786, -1.108, 0.059)  0.001
H (1.001, -4.147, -0.920)  0.020
H (1.962, -2.785, -1.486)  0.006
H (1.160, -3.845, -2.652)  0.028
H (-1.992, -4.262, -1.118)  0.014
H (-1.849, -4.021, -2.867)  0.022
H (-2.897, -2.969, -1.907)  0.025
H (0.183, -0.335, -3.024)  0.004
H (-1.525, -0.705, -3.207)  0.016
H (-0.327, -1.699, -4.041)  0.026
O (-1.215, 3.597, 1.027)  -0.545

- 2S+1 = 3
- ⟨S²⟩ = 2.01
- total charge = -1
- frontier orbital gap (spin up / spin down) (eV) = 6.95 / 7.37
- energy (eV) = -64653.58481
- relative energy (zero: lowest compared OMol25 entry of this formula, charge and spin) (kcal per mole) = 1.8
- molar mass (u) = 666.71

***

[2]
7 unconnected molecules or ions with the total composition C22H33Br3Cl2O10 in a non-equilibrium geometry. Source: the Open Molecules 2025 dataset; level of theory: wB97M-V/def2-TZVPD.

Last column: Löwdin charge in e.
Cartesian coordinates (Å):
O (2.032, 1.829, 4.883)  0.091
C (2.776, 2.177, 3.982)  -0.423
O (3.541, 3.288, 4.172)  -0.004
C (4.031, 3.827, 2.967)  -0.177
C (4.145, 2.561, 2.095)  -0.147
C (2.932, 1.657, 2.521)  -0.097
H (4.983, 4.351, 3.052)  0.117
H (3.329, 4.547, 2.548)  0.122
H (4.946, 1.877, 2.374)  0.109
H (4.225, 2.855, 1.048)  0.106
H (3.296, 0.629, 2.506)  0.067
H (2.047, 1.920, 1.941)  0.071
O (-5.782, 0.996, -4.478)  0.072
C (-5.062, 0.067, -4.138)  -0.517
O (-5.478, -0.915, -3.367)  0.027
C (-4.387, -1.942, -3.184)  -0.076
C (-3.234, -1.426, -4.077)  -0.172
C (-3.549, 0.039, -4.336)  -0.075
H (-4.776, -2.889, -3.559)  0.115
H (-4.167, -1.963, -2.117)  0.114
H (-3.200, -2.017, -4.993)  0.113
H (-2.303, -1.526, -3.518)  0.034
H (-3.381, 0.416, -5.345)  0.123
H (-3.054, 0.709, -3.634)  0.117
O (3.656, -4.319, -5.426)  0.086
C (3.110, -3.673, -4.549)  -0.470
O (2.043, -4.136, -3.876)  0.015
C (1.437, -3.201, -2.963)  -0.143
C (2.626, -2.298, -2.742)  -0.231
C (3.358, -2.270, -4.051)  -0.080
H (1.130, -3.712, -2.051)  0.126
H (0.615, -2.622, -3.387)  0.102
H (3.355, -2.557, -1.974)  0.103
H (2.332, -1.347, -2.299)  0.056
H (4.382, -1.906, -3.964)  0.127
H (2.836, -1.545, -4.674)  0.130
O (-2.504, 6.406, -0.044)  0.122
C (-2.637, 5.236, 0.085)  -0.486
O (-3.768, 4.807, 0.699)  0.018
C (-3.711, 3.390, 0.884)  -0.193
C (-2.763, 2.842, -0.166)  -0.164
C (-1.778, 4.019, -0.266)  -0.105
H (-4.673, 2.968, 0.593)  0.109
H (-3.430, 3.180, 1.916)  0.124
H (-3.328, 2.634, -1.075)  0.120
H (-2.198, 1.945, 0.088)  0.066
H (-1.266, 4.105, -1.224)  0.102
H (-1.036, 3.896, 0.522)  0.105
O (0.622, -0.228, 3.790)  0.067
C (1.130, -1.352, 3.656)  -0.440
O (2.482, -1.516, 3.815)  -0.009
C (2.883, -2.789, 3.466)  -0.272
C (1.745, -3.619, 3.807)  -0.168
C (0.625, -2.731, 3.221)  -0.148
H (3.790, -3.110, 3.976)  0.131
H (3.113, -2.826, 2.401)  0.095
H (1.806, -3.781, 4.883)  0.127
H (1.657, -4.546, 3.239)  0.122
H (-0.291, -2.993, 3.751)  0.089
H (0.573, -2.815, 2.135)  0.076
C (-2.846, -0.202, 2.330)  -0.934
Cl (-2.086, -1.839, 2.063)  0.530
Cl (-4.449, -0.038, 1.578)  0.527
H (-2.840, -0.041, 3.408)  0.040
H (-2.134, 0.443, 1.816)  -0.015
C (0.416, 0.249, -0.018)  -1.454
Br (-0.843, -0.701, -1.260)  0.397
Br (1.021, 1.978, -0.838)  0.410
Br (1.999, -0.885, 0.443)  0.548
H (-0.071, 0.434, 0.939)  -0.071

- 2S+1 = 2
- ⟨S²⟩ = 0.75
- total charge = -1
- frontier orbital gap (spin up / spin down) (eV) = 4.72 / 9.06
- energy (eV) = -278996.83639
- molar mass (u) = 768.11

***

[3]
A molecular structure, C22H33Cl2CrN2O3S4 in a non-equilibrium geometry. Source: the Open Molecules 2025 dataset; level of theory: wB97M-V/def2-TZVPD.

Last column: Löwdin charge in e.
Cartesian coordinates (Å):
Cr (0.043, -0.424, -1.077)  0.473
C (-0.526, 1.690, -3.512)  -0.450
C (-1.868, 1.890, -2.766)  -0.440
S (-2.124, 0.802, -1.310)  0.922
C (-2.234, 1.779, 0.201)  -0.485
C (-3.256, 2.938, 0.325)  -0.536
S (-2.873, 4.454, 1.206)  0.857
C (-1.047, 4.824, 1.149)  -0.489
C (-0.250, 4.049, 2.142)  -0.555
S (1.072, 2.919, 1.609)  0.873
C (1.723, 3.105, -0.068)  -0.504
C (0.767, 2.991, -1.290)  -0.472
S (0.955, 1.519, -2.405)  0.906
H (-0.322, 2.502, -4.194)  0.080
H (-0.431, 0.786, -4.054)  0.006
H (-2.629, 1.693, -3.538)  0.092
H (-1.896, 2.921, -2.345)  0.081
H (-1.251, 2.176, 0.433)  0.009
H (-2.483, 0.982, 0.932)  0.088
H (-4.229, 2.606, 0.784)  0.089
H (-3.565, 3.357, -0.625)  0.040
H (-0.904, 5.910, 1.250)  0.086
H (-0.753, 4.602, 0.113)  0.049
H (-0.854, 3.381, 2.752)  0.048
H (0.229, 4.640, 2.916)  0.060
H (2.434, 2.245, -0.049)  0.049
H (2.334, 4.076, -0.185)  0.106
H (0.950, 3.856, -1.921)  0.077
H (-0.283, 3.114, -1.024)  0.013
Cl (-0.351, -4.496, -0.611)  0.725
C (0.059, -4.214, -2.223)  -0.659
C (0.290, -5.359, -2.991)  -0.147
C (0.581, -5.283, -4.366)  -0.108
C (0.942, -4.028, -4.895)  -0.155
C (0.715, -2.866, -4.219)  -0.605
Cl (1.104, -1.327, -4.906)  0.685
C (0.241, -2.895, -2.796)  -0.405
N (-0.035, -1.792, -2.110)  -0.140
H (0.084, -6.303, -2.471)  0.091
H (0.559, -6.187, -4.952)  0.086
H (1.308, -3.922, -5.931)  0.103
O (-0.711, -1.351, 0.574)  -0.141
C (-0.242, -1.553, 1.764)  -0.332
C (-1.056, -2.493, 2.686)  -0.094
C (-1.863, -1.825, 3.820)  -0.183
C (-0.936, -1.227, 4.887)  -0.221
C (0.155, -0.223, 4.432)  -0.172
C (1.319, -0.856, 3.642)  -0.159
N (0.970, -1.034, 2.206)  0.086
H (-0.355, -3.201, 3.153)  0.127
H (-1.612, -3.078, 1.925)  0.114
H (-2.453, -2.638, 4.319)  0.121
H (-2.581, -1.017, 3.477)  0.127
H (-0.461, -2.028, 5.426)  0.101
H (-1.551, -0.682, 5.608)  0.106
H (0.684, 0.260, 5.336)  0.134
H (-0.339, 0.579, 3.845)  0.107
H (1.598, -1.823, 4.052)  0.113
H (2.244, -0.300, 3.572)  0.117
H (1.661, -0.683, 1.475)  0.124
C (3.469, -1.494, -1.774)  -0.008
C (3.181, -0.512, -0.633)  -0.615
O (4.054, 0.201, -0.106)  0.020
O (1.894, -0.572, -0.296)  -0.249
H (3.007, -1.187, -2.732)  0.048
H (3.140, -2.528, -1.562)  0.091
H (4.560, -1.448, -2.074)  0.094

- 2S+1 = 4
- ⟨S²⟩ = 3.78
- total charge = 0
- frontier orbital gap (spin up / spin down) (eV) = 5.92 / 6.51
- energy (eV) = -129277.98230
- molar mass (u) = 624.69